*1*
Computed, not measured: 2 unconnected molecules or ions with the total composition C2H8NO2, with ωB97M-V/def2-TZVPD.

Computed properties:
Lowest unoccupied orbital energy ... -3.255 eV
Molecular weight ... 78.1 g/mol
Net charge ... +1

XYZ file:
```
13
C2H8NO2 (ωB97M-V/def2-TZVPD)
C 0.013 -0.402 -1.691
C 0.168 0.412 0.922
N -0.070 -0.678 -0.189
O 0.428 -0.275 2.005
O -0.926 1.263 0.945
H -0.183 -1.299 -2.303
H -0.724 0.357 -1.827
H 1.065 0.122 -1.881
H 1.464 0.961 0.564
H -1.055 -0.912 0.007
H 0.290 -1.497 0.233
H 0.355 0.040 2.979
H -0.824 1.907 0.237
```

***

*2*
Computed, not measured: 2 unconnected molecules or ions with the total composition C2H8NO2, with ωB97M-V/def2-TZVPD.

Computed properties:
Lowest unoccupied orbital energy ... -3.322 eV
Molecular weight ... 78.1 g/mol
Net charge ... +1

XYZ file:
```
13
C2H8NO2 (ωB97M-V/def2-TZVPD)
C 0.615 1.178 -1.550
N -0.639 0.469 -1.980
H 0.791 1.857 -2.379
H 0.475 1.736 -0.634
H 1.461 0.498 -1.498
H -0.881 -0.295 -1.296
H -0.471 -0.082 -2.818
H -1.404 1.119 -2.137
O -0.574 -0.453 0.465
C -0.125 -1.011 1.452
O 0.784 -0.481 2.228
H -0.308 -2.089 1.523
H 0.627 -0.046 3.073
```

***

The relative energies come out as *1* 0.0719; *2* 0.0000, with values in hartree.